No. 1
Density functional theory data (ωB97M-V/def2-TZVPD) for a molecular structure, C24H54ClINO9S at a distorted geometry.

ORCA input file:
```
! wB97M-V def2-TZVPD RIJCOSX def2/J DEFGRID3
* xyz 1 1
C -4.56009 -6.59134 3.86427
C -4.28639 -5.17013 4.40696
C -2.85879 -4.73247 4.08252
I -1.47182 -5.46181 5.52508
S -2.54987 -2.93655 4.02796
Cl -3.82112 -2.28177 5.39441
N -3.20620 -2.51296 2.61666
C -2.41309 -2.57426 1.56739
C -1.07353 -1.91970 1.51274
C -2.93386 -3.26764 0.36718
H -5.41562 -6.57222 3.19279
H -3.70679 -6.99146 3.31348
H -4.75539 -7.27819 4.68453
H -4.99091 -4.45626 3.97537
H -4.40926 -5.16346 5.48777
H -2.55145 -5.13403 3.11644
H -0.46653 -2.09550 2.40213
H -0.50683 -2.26191 0.64917
H -1.24673 -0.84659 1.38313
H -2.37392 -3.00110 -0.52446
H -2.88902 -4.34384 0.56134
H -3.98120 -2.98380 0.24296
C -5.82001 2.26141 -2.80679
O -4.54600 2.18591 -2.20147
C -4.54567 1.57719 -0.92937
C -3.29189 0.75940 -0.71280
O -3.23084 -0.45986 -1.44229
C -3.05646 -0.39508 -2.85493
C -1.68556 0.05523 -3.30480
O -1.49286 1.43450 -3.07164
C -0.18160 1.77653 -2.67787
H -6.43821 3.03687 -2.34313
H -5.66699 2.51365 -3.85411
H -6.34466 1.30125 -2.75111
H -5.42543 0.93461 -0.80329
H -4.57776 2.36009 -0.15887
H -3.29245 0.45498 0.33984
H -2.39932 1.36612 -0.87675
H -3.83955 0.20251 -3.32202
H -3.18575 -1.42457 -3.19865
H -1.59688 -0.14182 -4.38130
H -0.91995 -0.53419 -2.78365
H 0.17639 1.12428 -1.87234
H -0.21079 2.79885 -2.30577
H 0.51448 1.72687 -3.52113
C -0.27032 6.45746 -2.34431
O 0.76895 6.63935 -1.41017
C 0.96011 5.54439 -0.53690
C 2.42331 5.32406 -0.22672
O 3.17910 4.77422 -1.29101
C 3.46872 5.59047 -2.41563
C 4.48269 6.68271 -2.16390
O 3.93921 7.72364 -1.37395
C 4.85310 8.28701 -0.46034
H -1.25570 6.55202 -1.87399
H -0.16764 7.23242 -3.10173
H -0.19981 5.47980 -2.83539
H 0.54438 4.62671 -0.97105
H 0.42788 5.75335 0.40185
H 2.47090 4.57110 0.56464
H 2.87820 6.23619 0.16418
H 2.55887 6.00016 -2.85850
H 3.91003 4.90841 -3.14628
H 4.78940 7.09682 -3.13379
H 5.36546 6.25050 -1.67869
H 5.38021 7.51122 0.10642
H 4.28245 8.89890 0.23618
H 5.58848 8.92176 -0.96676
C 0.56458 -4.47553 0.02264
O 1.48249 -3.80509 0.84993
C 1.88998 -4.57162 1.97676
C 3.35413 -4.38163 2.30370
O 4.24593 -5.00544 1.40570
C 4.39635 -4.46667 0.10099
C 5.13075 -3.14790 0.03859
O 4.33390 -2.08617 0.53780
C 5.06557 -1.11458 1.25447
H -0.43478 -4.52471 0.48144
H 0.49543 -3.92239 -0.91410
H 0.89321 -5.49477 -0.20242
H 1.69526 -5.63520 1.80040
H 1.29534 -4.24950 2.84559
H 3.52904 -4.87643 3.26228
H 3.58611 -3.32239 2.43629
H 3.43818 -4.40109 -0.41924
H 5.00549 -5.19976 -0.43135
H 5.37907 -2.94143 -1.01048
H 6.06501 -3.22797 0.60471
H 5.72754 -1.57881 1.99330
H 4.34787 -0.48513 1.77842
H 5.66176 -0.48621 0.58478
*
```

Summary:
Max |F|: 1.72 eV Å⁻¹
Relative energy (zero: lowest compared OMol25 entry of this formula, charge and spin): 5.5 kcal/mol

***

No. 2
Density functional theory data (ωB97M-V/def2-TZVPD) for 12 unconnected molecules or ions with the total composition C24H54N6O6 at a distorted geometry.

ORCA input file:
```
! wB97M-V def2-TZVPD RIJCOSX def2/J DEFGRID3
* xyz 0 1
C -86.22336 -7.89032 15.86533
C -85.08025 -6.97842 15.82358
N -84.11227 -6.34682 15.77061
H -86.64376 -8.12957 14.87542
H -85.99417 -8.69315 16.46913
H -87.00505 -7.43074 16.52721
C -81.91627 -12.50028 7.70761
C -82.22455 -11.71156 9.02910
N -82.45025 -11.14410 9.94845
H -81.34367 -11.82489 6.94226
H -81.10760 -13.19638 7.95408
H -82.74045 -12.74193 7.24537
C -84.17939 -13.58099 12.07610
C -82.72766 -13.79220 12.14893
N -81.58187 -14.05771 12.24682
H -84.74039 -14.28171 12.68639
H -84.64536 -12.66288 12.44532
H -84.62549 -13.48526 10.87377
C -84.72633 -5.65715 12.37264
C -84.07351 -6.06119 11.06100
N -83.53024 -6.30592 9.97719
H -85.87445 -5.19872 12.02495
H -84.77995 -6.64701 12.89187
H -84.07053 -4.91603 12.73374
C -81.50023 -8.46895 7.91979
C -80.14371 -9.14909 7.98145
N -79.06805 -9.63782 7.97885
H -81.72974 -7.97670 8.93076
H -81.34761 -7.59895 7.27136
H -82.42312 -9.08743 7.81842
C -85.57828 -9.24982 9.09678
C -84.94252 -9.74401 7.76170
N -84.54911 -10.21108 6.79296
H -84.79284 -9.34968 9.83822
H -85.91137 -8.36287 9.11257
H -86.63691 -9.75030 9.14280
C -82.30938 -8.68752 12.31572
C -83.22657 -9.58289 13.16704
O -84.52802 -9.42301 12.79752
H -82.33969 -8.91146 11.44740
H -81.26961 -8.90222 12.62717
H -82.69675 -7.61012 12.68826
H -82.89455 -9.39091 14.18442
H -83.00674 -10.57365 12.86744
H -85.12330 -9.96979 13.21901
C -87.51309 -7.48358 12.40902
C -88.24028 -8.80586 12.70097
O -89.52100 -8.39644 13.23918
H -88.32727 -6.75308 11.80967
H -86.63788 -7.74038 11.93497
H -87.05316 -6.98114 13.25493
H -87.57303 -9.47506 13.19941
H -88.42951 -9.34426 11.75678
H -89.79225 -9.17511 13.62029
C -79.51885 -4.53341 14.32448
C -80.82448 -5.29974 14.12745
O -81.66747 -4.84898 15.15018
H -78.81669 -4.90554 13.66392
H -79.05642 -4.89510 15.17498
H -79.29137 -3.40986 14.30282
H -80.55863 -6.26810 14.27941
H -81.42963 -5.23177 13.16837
H -82.52274 -5.39840 15.32004
C -80.46175 -11.57286 14.75225
C -79.90604 -12.83794 15.20088
O -78.90842 -12.65572 16.16693
H -81.00666 -11.88900 13.86477
H -79.52607 -11.09289 14.42666
H -80.93990 -10.76771 15.26096
H -79.58098 -13.62837 14.45374
H -80.77687 -13.53437 15.63597
H -78.39344 -13.66985 16.26874
C -87.67854 -13.56978 13.83136
C -87.62914 -12.08284 13.82561
O -86.24467 -11.56334 13.94322
H -87.26295 -14.06637 12.89552
H -88.78565 -13.94277 13.91632
H -87.11336 -13.64525 14.56713
H -88.33618 -11.60964 14.56519
H -88.19727 -11.61968 12.88898
H -85.88382 -11.87748 14.96352
C -79.13691 -7.16174 10.84912
C -78.80552 -5.67940 10.56336
O -77.47401 -5.36629 10.67392
H -78.58839 -7.83430 10.04395
H -80.35404 -7.29716 10.71806
H -78.52880 -7.39056 11.67343
H -79.55537 -5.09251 11.24034
H -79.10756 -5.80374 9.36556
H -77.26819 -4.42950 10.37345
*
```

Summary:
Max |F|: 13.52 eV Å⁻¹
Structure (SMILES): CC#N.CC#N.CC#N.CC#N.CC#N.CC#N.CCO.CCO.CCO.CCO.CCO.CCO
Relative energy (zero: lowest compared OMol25 entry of this formula, charge and spin): 31.6 kcal/mol

***

No. 3
Density functional theory data (ωB97M-V/def2-TZVPD) for a molecular structure, C24H54O3P2Zr at a distorted geometry.

ORCA input file:
```
! wB97M-V def2-TZVPD RIJCOSX def2/J DEFGRID3
* xyz 4 1
Zr 0.37798 0.63162 -0.09253
C 0.98964 -0.25522 -1.99750
O 1.35094 -0.75608 -3.01556
C 1.46674 2.37825 -0.54224
O 2.09744 3.34644 -0.81567
P -1.88830 0.68080 -1.68867
C -3.30319 1.36034 -0.74995
H -4.02249 1.63117 -1.52849
C -1.63456 2.02730 -2.97891
H -0.85845 2.66627 -2.50039
C -2.86195 -0.73981 -2.44825
H -3.11920 -1.30689 -1.53974
C 2.70258 -2.92755 -0.06579
P 2.34020 -1.12658 0.50827
H 3.73485 -1.52049 2.38610
H 1.79509 -3.45148 0.28250
C 3.91170 -0.27371 0.01539
H 4.60043 -1.10900 0.18957
C -1.06983 1.39873 -4.25000
H -1.89032 0.91210 -4.79750
H -0.25342 0.68562 -4.08464
H -0.69636 2.21217 -4.88423
C -2.82688 2.90221 -3.39565
H -2.45976 3.50970 -4.23337
H -3.18914 3.58673 -2.62271
H -3.65692 2.28872 -3.76527
C -4.17511 -0.39220 -3.17403
H -4.90670 0.15028 -2.55984
H -4.64548 -1.34622 -3.46033
H -4.00077 0.17258 -4.10302
C -1.99465 -1.63766 -3.32278
H -2.41185 -2.64929 -3.26813
H -0.94846 -1.69600 -3.01769
H -1.99549 -1.33673 -4.37447
C -3.93408 0.37559 0.25650
H -4.72057 -0.26697 -0.17504
H -4.41101 0.98074 1.04514
H -3.17059 -0.27149 0.72887
C -2.90209 2.62550 -0.01690
H -2.29085 2.31605 0.84286
H -3.80987 3.12982 0.34190
H -2.36584 3.34820 -0.64004
C 3.95435 -3.63731 0.52266
H 4.04319 -3.58669 1.61545
H 4.86700 -3.23020 0.05743
H 3.90089 -4.70087 0.23010
C 2.78954 -3.09110 -1.57174
H 3.76952 -2.80299 -1.96499
C 2.36525 -0.17900 3.33590
H 2.03272 -2.54698 -2.12452
H 2.65429 -4.15134 -1.82599
C 1.79728 -2.51678 2.83010
H 1.30692 -0.21908 3.65334
H 2.98467 -0.34476 4.24321
H 2.61587 0.82581 2.97161
C 2.64354 -1.32470 2.33938
H 1.86826 -2.55131 3.92773
H 2.11341 -3.48022 2.41926
H 0.74430 -2.34559 2.55466
C 4.35014 0.90922 0.87861
H 3.65401 1.75243 0.83733
H 5.29812 1.26078 0.45374
H 4.52682 0.63714 1.91976
C 4.03457 0.11583 -1.46742
H 3.78263 -0.70441 -2.14846
H 5.08986 0.39729 -1.63092
H 3.43439 1.00293 -1.71089
H -1.43609 -3.57604 1.42354
H -2.14844 -3.32423 1.41485
C -1.09675 -0.10738 4.34115
C -1.52558 0.17103 2.91787
O -0.50117 0.81833 2.09176
C -0.12562 2.14270 2.68078
C -1.37048 2.83590 3.26049
H -0.36650 -0.90423 4.44831
H -1.98878 -0.44113 4.89489
H -0.67727 0.76507 4.85522
H -1.85518 -0.74363 2.43262
H -2.37672 0.86999 2.87680
H 0.67452 1.90567 3.38934
H 0.32303 2.72978 1.86680
H -1.77459 2.26984 4.10348
H -1.10945 3.84142 3.58553
H -2.21982 3.00534 2.58346
*
```

Summary:
Max |F|: 12.95 eV Å⁻¹
Relative energy (zero: lowest compared OMol25 entry of this formula, charge and spin): 12.5 kcal/mol

***

No. 4
Density functional theory data (ωB97M-V/def2-TZVPD) for a molecular structure, C24H55BCl2O2P2Pt at a distorted geometry.

ORCA input file:
```
! wB97M-V def2-TZVPD RIJCOSX def2/J DEFGRID3
* xyz 0 5
Pt -1.21981 0.61945 -0.21690
Cl -2.15246 -0.02258 -2.24770
P -1.21443 2.66066 -0.97732
C -2.85658 3.18145 -1.66158
C -0.62155 3.90167 0.27205
C -0.06168 2.56029 -2.43241
C -4.07105 2.58853 -0.93708
H -2.84557 2.76154 -2.68289
C -2.93714 4.70705 -1.71550
H -3.07154 5.12077 -0.70613
H -3.80734 4.98199 -2.32655
H -2.04877 5.16236 -2.16771
H -4.12771 1.50581 -1.08221
H -4.98179 3.03457 -1.36032
H -4.05567 2.79456 0.14171
H -0.61055 1.89688 -3.12263
C 1.24585 1.85753 -2.06546
C 0.10582 3.93723 -3.06285
H -0.82401 4.25761 -3.54441
H 0.89119 3.88676 -3.83133
H 0.40214 4.68879 -2.31558
H 1.12891 1.15925 -1.22008
H 2.04606 2.57032 -1.81908
H 1.59164 1.25623 -2.91906
C -1.54571 3.89445 1.49896
H -0.69265 4.88793 -0.22191
C 0.84323 3.66178 0.66789
H -2.59740 4.08250 1.24904
H -1.20569 4.68164 2.18576
H -1.47998 2.93667 2.03033
H 1.02041 2.61943 0.97430
H 1.07773 4.29297 1.53648
H 1.54321 3.91826 -0.13738
Cl -0.31235 0.81735 1.90815
H -2.63608 0.82219 0.46681
P -1.65069 -2.47008 0.40573
C -1.20730 -3.44997 -1.08497
C -0.72383 -3.00351 1.92270
C -3.47955 -2.44685 0.61609
C -0.04219 -2.88146 -1.90788
H -2.10282 -3.39206 -1.73174
C -0.94476 -4.90793 -0.68652
H 0.02280 -4.99261 -0.17836
H -0.91916 -5.54442 -1.58162
H -1.72607 -5.30473 -0.01683
H -0.31598 -1.89479 -2.31140
H 0.15773 -3.54789 -2.75919
H 0.87932 -2.77756 -1.33394
H -3.81943 -2.07111 -0.36890
C -4.01877 -1.47088 1.67872
C -3.94950 -3.89327 0.82824
H -3.76161 -4.50355 -0.06359
H -5.02541 -3.93064 1.04265
H -3.41983 -4.34544 1.68158
H -3.31989 -0.64721 1.87200
H -4.24891 -1.97940 2.62670
H -4.95308 -1.01599 1.31632
C 0.72426 -2.57460 1.67171
H -0.77854 -4.11124 1.99608
C -1.29170 -2.42178 3.22376
H 1.25244 -3.35721 1.09789
H 1.26635 -2.40589 2.60569
H 0.78357 -1.50390 1.01590
H -1.22995 -1.32810 3.22586
H -0.71225 -2.80024 4.07583
H -2.34041 -2.71960 3.39139
C 4.77325 0.73751 1.61179
C 3.94534 0.08797 0.52317
C 4.23270 0.83991 -0.77352
O 2.54350 0.23077 0.87441
B 1.93101 -0.94516 0.49597
O 2.78403 -1.84478 -0.14856
C 4.08821 -1.47349 0.33989
C 5.10654 -1.95282 -0.66615
C 4.33407 -2.18061 1.67534
H 4.58740 1.81755 1.62098
H 5.83932 0.58785 1.41232
H 4.53894 0.34245 2.60749
H 3.99559 1.90474 -0.65236
H 5.30336 0.77556 -1.00888
H 3.66170 0.45177 -1.62677
H 6.11243 -1.71390 -0.32060
H 5.03427 -3.03988 -0.77621
H 4.95526 -1.49859 -1.65431
H 3.69560 -1.79787 2.48697
H 4.13494 -3.25545 1.56943
H 5.37904 -2.06354 1.98226
*
```

Summary:
Max |F|: 2.37 eV Å⁻¹
E_tot: -77418.88405 eV

***

No. 5
Density functional theory data (ωB97M-V/def2-TZVPD) for a molecular structure, C24H56BrN3O at a distorted geometry.

ORCA input file:
```
! wB97M-V def2-TZVPD RIJCOSX def2/J DEFGRID3
* xyz 2 1
Br 1.70882 -0.44751 -0.09909
C 0.31029 -3.57542 0.31848
C -0.10010 -2.20440 -0.24511
N -1.45874 -2.15806 -0.98632
C -2.56811 -2.36261 0.05105
C -1.55424 -0.79398 -1.69911
C -1.45677 0.38105 -0.68872
C -1.49713 -3.32070 -2.10452
C -2.88644 -3.42692 -2.67682
O -3.75068 -4.24765 -1.86468
C -5.06928 -4.42282 -2.35388
H -0.53736 -3.95231 0.89080
H 1.25067 -3.50759 0.86546
H 0.60114 -4.34938 -0.39180
H 0.68876 -1.82368 -0.89384
H -0.18460 -1.56839 0.63605
H -3.57208 -2.05281 -0.23904
H -2.37212 -1.84329 0.98913
H -2.60981 -3.41673 0.32529
H -2.41350 -0.74083 -2.36766
H -0.66601 -0.73937 -2.32851
H -1.33292 1.24327 -1.34396
H -0.49577 0.48183 -0.18432
H -2.20125 0.58771 0.08014
H -1.18184 -4.30961 -1.77172
H -0.77600 -3.07129 -2.88290
H -2.79910 -3.95946 -3.62386
H -3.29718 -2.47645 -3.01740
H -5.48714 -3.47765 -2.70052
H -5.60700 -4.77701 -1.47439
H -5.08507 -5.21942 -3.09771
C -0.84612 3.14800 0.79913
C -0.22264 3.32731 -0.56608
C 0.93203 2.29094 -0.87651
N 1.66156 2.43553 -2.29450
C 2.58856 3.66021 -2.26970
C 2.34467 1.18289 -2.76031
C 1.50255 0.46404 -3.78014
C 0.21082 1.20125 -3.95515
C 0.61406 2.61064 -3.38578
H -1.46770 4.00548 1.05697
H -0.08130 3.21351 1.57299
H -1.30890 2.16553 0.89223
H 0.08111 4.36491 -0.70471
H -1.11509 3.30960 -1.19164
H 0.53805 1.27484 -0.85623
H 1.68236 2.29361 -0.08588
H 2.00270 4.55091 -2.04273
H 3.17842 3.89273 -3.15633
H 3.32201 3.39712 -1.50752
H 3.12366 1.49606 -3.45544
H 2.52935 0.46233 -1.96357
H 1.98982 0.25504 -4.73250
H 1.40958 -0.57120 -3.45192
H -0.03186 1.16649 -5.01722
H -0.64073 0.82151 -3.39057
H 1.11112 3.22523 -4.13631
H -0.26625 3.19420 -3.11633
C 2.37648 -2.61308 3.14866
C 1.62995 -1.39304 3.68040
C 1.28716 -0.37970 2.67226
N 0.50048 0.88320 3.16871
C -0.96066 0.46882 2.72836
C 0.71924 2.21408 2.48719
C 2.09551 2.67028 3.04257
C 2.06917 2.17597 4.43067
C 0.72367 1.50254 4.57624
H 2.23463 -3.48979 3.78062
H 3.40143 -2.34095 2.89663
H 2.15745 -3.02308 2.16275
H 2.25658 -0.96283 4.46165
H 0.70770 -1.67424 4.18882
H 0.87330 -0.79838 1.75492
H 2.22833 0.04461 2.32263
H -1.59269 1.17859 3.26209
H -1.32314 -0.41582 3.25191
H -1.14925 0.53444 1.65680
H -0.16610 2.80913 2.71121
H 0.81982 1.97232 1.42911
H 2.17999 3.75085 3.15801
H 2.85510 2.29050 2.35928
H 2.09910 2.99023 5.15468
H 2.89582 1.49408 4.63006
H -0.06511 2.18351 4.89598
H 0.70474 0.64054 5.24307
*
```

Summary:
Max |F|: 5.17 eV Å⁻¹
Relative energy (zero: lowest compared OMol25 entry of this formula, charge and spin): 219.8 kcal/mol